A 9-piece molecular cluster, C31H56O27 overall at a distorted geometry, computed with ωB97M-V/def2-TZVPD.

Calculated values
HOMO-LUMO gap: 0.37446 Ha
F_max: 5.496 eV/Å
calculated total energy: -88330.7400 eV
SMILES: CCOC(=O)OC.CCOC(=O)OC.CCOC(=O)OC.CCOC(=O)OC.COC(=O)OC.COC(=O)OC.O=C1OCCO1.O=C1OCCO1.O=C1OCCO1
energy above the lowest of the compared OMol25 structures with the same formula, charge and spin: 202.6 kJ/mol
E_LUMO: -0.0013 Eh
highest occupied orbital energy: -10.22 eV

Structure (XYZ):
```
114
Properties=species:S:1:pos:R:3:mulliken_charge:R:1
C 9.197 -6.433 1.708 -0.27
C 9.016 -5.978 3.146 -0.23
O 8.268 -4.820 3.019 -0.32
C 8.170 -4.385 1.722 0.67
O 7.707 -3.299 1.345 -0.54
O 8.806 -5.328 0.929 -0.33
H 8.520 -7.249 1.456 0.24
H 10.233 -6.710 1.514 0.27
H 9.933 -5.942 3.733 0.28
H 8.334 -6.685 3.619 0.23
C 2.335 0.280 1.329 -0.27
C 3.156 1.307 0.526 -0.28
O 2.221 2.351 0.709 -0.35
C 0.973 1.904 0.768 0.76
O 0.020 2.616 0.430 -0.59
O 1.020 0.690 1.217 -0.31
H 2.677 0.080 2.344 0.30
H 2.500 -0.619 0.735 0.24
H 3.401 1.107 -0.518 0.25
H 4.086 1.581 1.025 0.24
C 6.419 -4.559 -5.424 -0.31
C 5.737 -4.499 -6.771 -0.24
O 4.594 -3.737 -6.488 -0.32
C 4.567 -3.201 -5.273 0.67
O 3.711 -2.436 -4.809 -0.55
O 5.786 -3.555 -4.662 -0.32
H 7.466 -4.295 -5.568 0.27
H 6.286 -5.542 -4.972 0.25
H 5.498 -5.555 -6.895 0.24
H 6.388 -4.196 -7.590 0.29
C -6.292 3.159 -4.050 -0.63
O -6.986 3.119 -5.205 -0.30
C -6.744 4.000 -6.226 0.72
O -5.921 4.944 -6.168 -0.55
O -7.702 3.896 -7.242 -0.30
C -8.680 2.814 -7.333 -0.63
H -5.302 2.746 -4.245 0.29
H -6.770 2.548 -3.285 0.24
H -6.117 4.141 -3.609 0.31
H -9.423 2.690 -6.545 0.28
H -8.190 1.852 -7.481 0.30
H -9.221 2.914 -8.273 0.27
C -0.903 4.996 -11.233 -0.65
O -0.123 4.553 -10.188 -0.29
C -0.133 5.158 -9.019 0.79
O -0.668 6.231 -8.691 -0.57
O 0.309 4.276 -8.072 -0.33
C 0.198 4.484 -6.690 -0.52
H -0.427 5.793 -11.803 0.29
H -1.863 5.330 -10.839 0.31
H -1.033 4.287 -12.050 0.25
H 0.607 3.645 -6.127 0.19
H -0.884 4.599 -6.617 0.27
H 0.762 5.389 -6.466 0.26
C 1.947 -6.717 2.536 -1.12
C 0.453 -7.027 2.386 -0.27
O 0.021 -6.492 1.144 -0.26
C -1.279 -6.381 0.825 0.73
O -2.296 -6.695 1.353 -0.52
O -1.282 -5.789 -0.405 -0.37
C -0.213 -5.093 -0.993 -0.51
H 2.521 -6.401 1.665 0.31
H 2.546 -7.460 3.062 0.34
H 2.096 -5.930 3.276 0.32
H -0.088 -6.694 3.272 0.33
H 0.237 -8.080 2.203 0.30
H 0.109 -5.644 -1.877 0.24
H 0.633 -4.977 -0.316 0.23
H -0.511 -4.070 -1.221 0.26
C 1.240 9.691 -0.071 -1.07
C 0.714 8.456 -0.851 -0.28
O -0.622 8.284 -0.351 -0.29
C -1.674 8.271 -1.181 0.80
O -1.779 8.268 -2.401 -0.58
O -2.822 8.349 -0.481 -0.33
C -2.885 8.398 0.877 -0.65
H 0.578 10.540 0.099 0.33
H 2.131 10.149 -0.500 0.36
H 1.646 9.208 0.818 0.26
H 1.421 7.641 -0.701 0.29
H 0.692 8.713 -1.910 0.30
H -3.970 8.470 0.952 0.28
H -2.370 9.103 1.529 0.28
H -2.512 7.461 1.290 0.29
C -6.363 -1.242 3.774 -1.07
C -7.069 -2.603 3.428 -0.25
O -8.054 -2.874 4.375 -0.25
C -8.343 -4.176 4.848 0.69
O -7.947 -5.229 4.328 -0.56
O -9.122 -4.048 6.006 -0.27
C -9.705 -5.152 6.596 -0.63
H -6.099 -1.018 4.808 0.32
H -6.845 -0.356 3.361 0.28
H -5.388 -1.323 3.293 0.34
H -6.261 -3.332 3.389 0.29
H -7.414 -2.602 2.394 0.30
H -9.477 -5.146 7.661 0.23
H -9.540 -6.134 6.152 0.34
H -10.762 -4.950 6.422 0.25
C 5.528 -0.962 7.821 -1.23
C 4.712 -0.287 8.802 -0.08
O 3.856 0.522 7.974 -0.25
C 2.613 0.805 8.346 0.74
O 2.156 0.687 9.539 -0.63
O 1.880 1.163 7.304 -0.30
C 0.461 1.133 7.364 -0.65
H 5.700 -0.455 6.871 0.32
H 4.920 -1.773 7.419 0.32
H 6.469 -1.397 8.156 0.36
H 5.376 0.389 9.341 0.25
H 4.286 -1.000 9.508 0.30
H -0.008 1.232 8.343 0.31
H 0.116 0.237 6.848 0.29
H 0.120 1.881 6.649 0.24
```